{
  "formula": "C45H43CrN8P2Se2",
  "method": "the ωB97M-V functional and the def2-TZVPD basis",
  "species": ["Cr", "C", "C", "C", "C", "C", "C", "N", "C", "C", "C", "C", "C", "N", "C", "C", "C", "C", "C", "C", "N", "H", "H", "H", "H", "H", "H", "H", "H", "H", "H", "H", "H", "H", "H", "H", "Se", "P", "C", "C", "C", "C", "C", "C", "C", "C", "C", "C", "C", "C", "C", "C", "N", "N", "N", "P", "Se", "C", "C", "C", "C", "C", "C", "C", "C", "C", "C", "C", "C", "H", "H", "H", "H", "H", "H", "H", "H", "H", "H", "H", "H", "H", "H", "H", "H", "H", "H", "H", "H", "N", "C", "C", "N", "H", "H", "H", "H", "H", "H", "H", "H"],
  "coordinates": [[0.338, 0.243, 2.363], [-3.048, 0.536, 1.089], [-2.924, 0.719, 2.562], [-4.077, 1.011, 3.289], [-4.008, 1.194, 4.653], [-2.769, 1.104, 5.257], [-1.652, 0.837, 4.481], [-1.718, 0.620, 3.146], [-0.313, 0.762, 5.085], [-0.041, 1.138, 6.392], [1.248, 1.009, 6.877], [2.219, 0.458, 6.061], [1.890, 0.099, 4.762], [0.656, 0.309, 4.268], [2.813, -0.575, 3.840], [4.081, -0.961, 4.239], [4.882, -1.678, 3.369], [4.374, -1.979, 2.124], [3.103, -1.531, 1.761], [2.615, -1.845, 0.387], [2.326, -0.829, 2.600], [-4.092, 0.513, 0.784], [-2.593, -0.406, 0.815], [-2.549, 1.344, 0.548], [-5.019, 1.086, 2.766], [-4.894, 1.409, 5.235], [-2.675, 1.231, 6.325], [-0.816, 1.538, 7.026], [1.487, 1.317, 7.886], [3.219, 0.311, 6.439], [4.441, -0.718, 5.228], [5.875, -1.991, 3.658], [4.953, -2.547, 1.410], [3.443, -1.882, -0.320], [1.896, -1.100, 0.071], [2.122, -2.817, 0.386], [-3.127, 1.218, -3.449], [-1.028, 1.158, -3.366], [-0.263, 0.109, -4.659], [0.680, 0.641, -5.540], [1.207, -0.140, -6.558], [0.783, -1.448, -6.726], [-0.184, -1.969, -5.881], [-0.704, -1.196, -4.857], [-0.284, 2.806, -3.615], [-1.115, 3.866, -3.943], [-0.582, 5.130, -4.164], [0.783, 5.332, -4.066], [1.621, 4.271, -3.741], [1.094, 3.014, -3.513], [-0.425, 0.692, -1.695], [-0.514, -0.348, -0.736], [-0.036, 0.192, 0.411], [0.346, 1.432, 0.190], [0.128, 1.752, -1.052], [-0.981, -2.098, -0.502], [-0.769, -2.586, 1.570], [-2.664, -2.477, -1.073], [-3.603, -2.936, -0.152], [-4.889, -3.238, -0.567], [-5.246, -3.074, -1.899], [-4.309, -2.634, -2.820], [-3.017, -2.349, -2.410], [0.166, -3.097, -1.488], [1.306, -2.576, -2.085], [2.225, -3.431, -2.675], [2.007, -4.800, -2.668], [0.864, -5.323, -2.074], [-0.053, -4.475, -1.481], [0.996, 1.667, -5.446], [1.942, 0.289, -7.228], [1.194, -2.055, -7.524], [-0.540, -2.982, -6.019], [-1.466, -1.620, -4.221], [-2.182, 3.701, -4.024], [-1.237, 5.953, -4.415], [1.202, 6.313, -4.248], [2.690, 4.428, -3.666], [1.749, 2.194, -3.253], [-3.317, -3.064, 0.885], [-5.610, -3.604, 0.152], [-6.256, -3.297, -2.220], [-4.576, -2.500, -3.860], [-2.293, -2.017, -3.133], [1.479, -1.508, -2.092], [3.112, -3.023, -3.143], [2.730, -5.465, -3.123], [0.693, -6.391, -2.065], [-0.942, -4.869, -1.001], [-0.250, 3.005, 2.647], [0.880, 3.870, 2.295], [2.171, 3.313, 2.873], [2.495, 2.037, 2.225], [-1.048, 3.233, 2.065], [-0.528, 3.189, 3.606], [0.747, 4.897, 2.649], [0.963, 3.885, 1.208], [2.045, 3.129, 3.946], [2.957, 4.065, 2.750], [3.383, 1.689, 2.574], [2.610, 2.194, 1.229]],
  "spin_multiplicity": 5,
  "relative_energy_kcal_mol": 20.5,
  "lumo_energy_ev": [-3.2, -3.4],
  "total_charge": 1,
  "gap_ev": [6.4603, 6.2344]
}



{
  "formula": "C45H44BaP2",
  "method": "the ωB97M-V functional and the def2-TZVPD basis",
  "species": ["Ba", "C", "C", "C", "C", "C", "C", "C", "C", "C", "H", "H", "H", "H", "H", "H", "H", "H", "H", "H", "H", "H", "H", "H", "H", "P", "P", "C", "C", "C", "C", "C", "C", "C", "C", "C", "C", "C", "C", "C", "C", "C", "C", "C", "C", "C", "C", "C", "C", "C", "C", "C", "C", "H", "H", "H", "H", "H", "H", "H", "H", "H", "H", "H", "H", "H", "H", "H", "H", "H", "H", "H", "H", "H", "H", "C", "C", "C", "C", "C", "C", "C", "C", "C", "C", "H", "H", "H", "H", "H", "H", "H"],
  "coordinates": [[1.435, 0.056, -0.284], [-2.710, 0.412, 5.284], [-2.621, 0.185, 3.928], [-3.344, 0.976, 2.822], [-2.278, 1.837, 2.093], [-1.583, 2.862, 2.931], [-1.861, 3.250, 4.196], [-3.044, 2.976, 5.060], [-2.855, 1.742, 5.961], [2.582, 0.312, 2.226], [-2.767, -0.428, 5.999], [-2.298, -0.769, 3.498], [-4.206, 1.539, 3.244], [-3.811, 0.259, 2.092], [-1.593, 1.144, 1.559], [-2.766, 2.396, 1.290], [-0.834, 3.424, 2.334], [-1.300, 4.078, 4.664], [-3.946, 2.930, 4.456], [-3.186, 3.848, 5.734], [-2.008, 1.929, 6.630], [-3.721, 1.649, 6.612], [1.934, -0.354, 2.867], [2.392, 1.266, 2.765], [3.602, -0.057, 2.494], [-0.087, -2.120, -3.625], [1.781, 0.440, -4.114], [-0.774, -0.569, -4.267], [0.054, 0.464, -4.579], [-0.795, -3.262, -4.910], [-1.941, -2.991, -5.681], [-2.343, -3.838, -6.724], [-1.652, -5.022, -6.993], [-0.538, -5.334, -6.202], [-0.109, -4.462, -5.196], [-1.166, -2.429, -2.141], [-0.936, -1.533, -1.088], [-1.697, -1.590, 0.096], [-2.796, -2.467, 0.122], [-3.058, -3.307, -0.958], [-2.251, -3.281, -2.099], [2.384, 0.996, -5.769], [2.161, 0.158, -6.871], [2.579, 0.536, -8.152], [3.250, 1.748, -8.361], [3.463, 2.576, -7.262], [3.048, 2.208, -5.978], [1.905, 1.957, -3.097], [3.051, 2.117, -2.298], [3.203, 3.280, -1.558], [2.199, 4.246, -1.544], [1.071, 4.077, -2.341], [0.917, 2.943, -3.123], [-1.866, -0.528, -4.413], [-0.266, 1.332, -5.179], [-2.546, -2.095, -5.494], [-3.203, -3.573, -7.341], [-1.957, -5.683, -7.811], [0.009, -6.256, -6.388], [0.790, -4.696, -4.607], [-0.383, -0.615, -1.503], [-1.548, -0.902, 0.946], [-3.470, -2.518, 0.983], [-3.897, -3.997, -0.972], [-2.454, -3.900, -2.963], [1.657, -0.800, -6.706], [2.391, -0.124, -8.991], [3.591, 2.032, -9.363], [3.967, 3.531, -7.399], [3.250, 2.857, -5.124], [3.834, 1.346, -2.337], [4.146, 3.437, -1.035], [2.365, 5.184, -1.010], [0.315, 4.862, -2.382], [0.017, 2.845, -3.735], [2.111, -2.618, 8.413], [2.162, -3.265, 7.151], [1.976, -2.546, 5.984], [1.601, -1.166, 6.064], [1.238, -0.408, 4.982], [0.692, 0.832, 5.042], [0.550, 1.471, 6.323], [1.119, 0.865, 7.435], [1.506, -0.504, 7.389], [1.857, -1.259, 8.525], [2.245, -3.164, 9.340], [2.367, -4.331, 7.099], [2.129, -3.050, 5.012], [0.385, 1.279, 4.105], [0.040, 2.433, 6.355], [1.249, 1.385, 8.391], [1.899, -0.700, 9.474]],
  "relative_energy_kcal_mol": 108.0,
  "lumo_energy_ev": [-0.8, -0.8],
  "total_charge": 0,
  "gap_ev": [2.8934, 2.8891]
}



{
  "formula": "C45H44MoN8O2S2",
  "method": "the ωB97M-V functional and the def2-TZVPD basis",
  "species": ["Mo", "C", "C", "C", "C", "C", "C", "C", "C", "C", "C", "C", "C", "N", "C", "O", "C", "C", "C", "C", "C", "N", "C", "O", "N", "C", "C", "C", "C", "C", "C", "C", "C", "C", "C", "C", "C", "H", "H", "H", "H", "H", "H", "H", "H", "H", "H", "H", "H", "H", "H", "H", "H", "H", "H", "H", "H", "H", "H", "H", "H", "H", "H", "H", "H", "H", "H", "H", "H", "H", "H", "H", "H", "H", "S", "C", "S", "C", "C", "N", "C", "N", "N", "C", "C", "C", "C", "C", "C", "C", "N", "C", "C", "N", "C", "H", "H", "H", "H", "H", "H", "H"],
  "coordinates": [[0.417, 0.727, 0.186], [1.085, -4.102, 0.849], [1.858, -2.908, 0.301], [2.768, -3.322, -0.863], [2.679, -2.195, 1.353], [3.031, -2.765, 2.509], [3.854, -2.028, 3.516], [4.586, -0.863, 2.957], [4.266, -0.253, 1.803], [4.959, 1.068, 1.477], [6.394, 0.799, 1.008], [4.940, 2.051, 2.651], [3.152, -0.840, 1.050], [2.518, -0.119, 0.102], [3.386, 0.458, -0.850], [4.392, -0.082, -1.225], [2.885, 1.732, -1.420], [3.633, 2.548, -2.247], [3.043, 3.708, -2.733], [1.715, 3.977, -2.430], [1.038, 3.084, -1.622], [1.627, 2.015, -1.098], [-0.430, 3.099, -1.399], [-1.136, 3.963, -1.837], [-0.884, 1.941, -0.725], [-2.306, 1.760, -0.921], [-2.719, 0.878, -1.924], [-4.083, 0.624, -2.021], [-4.994, 1.268, -1.199], [-4.556, 2.200, -0.274], [-3.201, 2.464, -0.114], [-2.749, 3.533, 0.869], [-3.341, 4.889, 0.472], [-3.103, 3.199, 2.322], [-1.836, 0.237, -3.000], [-1.983, 1.055, -4.295], [-0.327, 0.019, -2.783], [0.451, -4.518, 0.066], [0.452, -3.829, 1.696], [1.756, -4.905, 1.159], [1.134, -2.180, -0.081], [3.494, -4.064, -0.527], [3.321, -2.478, -1.277], [2.178, -3.771, -1.663], [2.679, -3.750, 2.784], [4.509, -2.704, 4.064], [5.310, -0.403, 3.620], [4.420, 1.572, 0.676], [6.982, 0.370, 1.822], [6.872, 1.732, 0.712], [6.422, 0.111, 0.164], [5.473, 1.677, 3.526], [3.922, 2.310, 2.947], [5.440, 2.972, 2.352], [4.647, 2.265, -2.495], [3.604, 4.379, -3.370], [1.186, 4.833, -2.828], [-4.438, -0.064, -2.781], [-6.053, 1.069, -1.307], [-5.278, 2.734, 0.330], [-1.662, 3.625, 0.812], [-4.426, 4.895, 0.594], [-3.113, 5.122, -0.568], [-2.934, 5.678, 1.104], [-4.164, 2.971, 2.432], [-2.880, 4.049, 2.967], [-2.528, 2.352, 2.705], [-2.271, -0.749, -3.188], [-1.621, 2.074, -4.139], [-3.027, 1.117, -4.596], [-1.416, 0.605, -5.111], [0.245, 0.929, -2.944], [0.033, -0.712, -3.510], [-0.060, -0.411, -1.798], [0.884, 2.180, 1.982], [1.025, 0.819, 3.021], [0.370, -0.546, 2.309], [1.809, 0.797, 4.224], [2.381, -0.401, 4.477], [2.855, -1.489, 4.512], [2.185, 1.992, 4.911], [2.471, 2.979, 5.424], [-5.991, -7.346, -2.959], [-5.468, -6.458, -2.453], [-4.812, -5.342, -1.825], [-5.543, -4.207, -1.479], [-4.908, -3.130, -0.887], [-3.548, -3.200, -0.630], [-2.814, -4.328, -0.959], [-3.445, -5.399, -1.565], [-2.896, -2.078, -0.032], [-3.433, -1.228, 0.911], [-2.514, -0.260, 1.118], [-1.422, -0.490, 0.302], [-1.685, -1.609, -0.359], [-6.603, -4.167, -1.685], [-5.469, -2.234, -0.654], [-1.761, -4.393, -0.718], [-2.887, -6.288, -1.824], [-4.394, -1.397, 1.364], [-2.559, 0.578, 1.787], [-1.068, -2.073, -1.109]],
  "relative_energy_kcal_mol": 0.0,
  "lumo_energy_ev": -7.8,
  "total_charge": 2,
  "gap_ev": 5.8629
}



{
  "formula": "C45H45Cl2CrIN5O3PS",
  "method": "the ωB97M-V functional and the def2-TZVPD basis",
  "species": ["Cr", "Cl", "C", "C", "C", "I", "C", "O", "C", "N", "C", "C", "C", "C", "H", "H", "H", "H", "Cl", "C", "C", "C", "C", "N", "C", "H", "H", "H", "H", "N", "P", "C", "C", "C", "C", "C", "C", "C", "C", "C", "C", "C", "C", "C", "C", "C", "C", "C", "C", "H", "H", "H", "H", "H", "H", "H", "H", "H", "H", "H", "H", "H", "H", "H", "C", "N", "C", "C", "O", "N", "C", "C", "H", "H", "H", "H", "H", "H", "H", "H", "H", "H", "H", "H", "C", "C", "C", "C", "C", "C", "C", "S", "C", "O", "H", "H", "H", "H", "H", "H", "H", "H", "H", "H"],
  "coordinates": [[-0.293, -0.013, 1.025], [4.987, 4.410, 1.076], [3.991, 2.993, 1.143], [4.564, 1.756, 1.141], [3.775, 0.585, 1.181], [4.743, -1.256, 1.206], [2.400, 0.641, 1.208], [1.598, -0.394, 1.222], [1.817, 1.950, 1.237], [0.461, 1.961, 1.280], [-0.176, 3.109, 1.299], [0.504, 4.339, 1.295], [1.871, 4.350, 1.236], [2.578, 3.129, 1.201], [5.641, 1.671, 1.104], [-1.259, 3.071, 1.293], [-0.063, 5.258, 1.326], [2.419, 5.282, 1.210], [-3.087, -3.536, -1.795], [-1.973, -3.751, -0.456], [-2.248, -4.537, 0.617], [-2.084, -3.954, 1.896], [-1.596, -2.664, 1.946], [-1.052, -1.993, 0.916], [-0.858, -2.807, -0.249], [-2.927, -5.387, 0.515], [-2.439, -4.443, 2.789], [-1.711, -2.102, 2.865], [-0.665, -2.200, -1.131], [-0.832, 0.519, -0.599], [-1.652, 0.987, -1.828], [-2.416, -0.468, -2.594], [-1.664, -1.150, -3.470], [-1.596, -2.591, -3.818], [-2.144, -3.604, -3.147], [-3.892, -2.161, -1.400], [-3.576, -0.912, -1.728], [-2.931, 2.173, -1.296], [-3.491, 2.043, -0.026], [-4.450, 2.938, 0.419], [-4.861, 3.981, -0.402], [-4.305, 4.125, -1.663], [-3.347, 3.224, -2.109], [-0.627, 1.853, -3.040], [-1.043, 2.076, -4.352], [-0.205, 2.721, -5.249], [1.055, 3.141, -4.842], [1.476, 2.921, -3.538], [0.637, 2.277, -2.639], [-0.935, -0.554, -4.024], [-0.958, -2.805, -4.667], [-4.294, -3.815, -2.812], [-3.664, -4.712, -1.283], [-4.128, -0.096, -1.285], [-3.171, 1.228, 0.615], [-4.884, 2.819, 1.404], [-5.613, 4.679, -0.057], [-4.616, 4.939, -2.304], [-2.919, 3.355, -3.094], [-2.017, 1.729, -4.678], [-0.531, 2.891, -6.267], [1.712, 3.635, -5.546], [2.458, 3.248, -3.221], [0.954, 2.088, -1.619], [1.653, -0.302, 5.828], [0.823, -0.759, 4.721], [1.403, -1.834, 3.929], [-0.212, -0.035, 4.241], [-0.543, -0.064, 3.033], [-0.912, 0.740, 5.107], [-1.196, 0.320, 6.473], [-1.834, 1.725, 4.564], [2.682, -0.206, 5.475], [1.640, -1.012, 6.657], [1.320, 0.669, 6.181], [2.322, -1.511, 3.439], [0.702, -2.155, 3.166], [1.625, -2.671, 4.594], [-0.723, -0.633, 6.686], [-2.275, 0.198, 6.590], [-0.853, 1.059, 7.199], [-1.465, 2.093, 3.612], [-1.906, 2.558, 5.262], [-2.832, 1.301, 4.418], [3.494, -0.741, -5.072], [3.053, -1.365, -3.780], [3.667, -2.520, -3.300], [3.307, -3.072, -2.083], [2.309, -2.461, -1.333], [1.694, -1.294, -1.779], [2.060, -0.770, -3.007], [1.762, -3.058, 0.237], [2.602, -4.612, 0.439], [0.333, -3.720, -0.062], [4.337, -0.071, -4.895], [2.693, -0.155, -5.521], [3.819, -1.495, -5.787], [4.442, -2.997, -3.887], [3.822, -3.955, -1.734], [0.939, -0.780, -1.190], [1.567, 0.128, -3.360], [2.547, -5.188, -0.481], [2.054, -5.118, 1.232], [3.627, -4.422, 0.749]],
  "spin_multiplicity": 4,
  "relative_energy_kcal_mol": 443.8,
  "lumo_energy_ev": [-2.5, -2.6],
  "total_charge": 1,
  "gap_ev": [6.3773, 6.2680]
}